Record 1
Below is a structure of composition C8H17INP2 in a non-equilibrium geometry, with properties calculated with ωB97M-V/def2-TZVPD.

```
29
Properties=species:S:1:pos:R:3:mulliken_charge:R:1
C 5.28 1.27 -0.13 -0.158
C 4.17 0.68 -0.56 -0.405
C 3.01 -0.28 -1.18 -0.298
C 2.19 -0.97 0.04 -0.679
C 0.59 -1.12 -0.27 -0.496
P -0.52 -0.55 1.16 -0.030
N -1.07 -1.97 2.15 -0.488
P -2.43 0.27 0.39 0.001
C -3.08 -0.78 -1.06 -0.912
C -2.12 2.02 -0.34 -0.553
C -1.58 2.95 0.86 -0.976
H 6.37 1.61 0.08 0.320
H 2.30 0.33 -1.85 0.273
H 3.49 -1.10 -1.85 0.275
H 2.40 -0.40 1.03 0.460
H 2.65 -2.03 0.19 0.229
H 0.35 -0.49 -1.23 0.233
H 0.34 -2.22 -0.55 0.289
H -1.82 -1.53 2.77 0.239
H -1.65 -2.56 1.48 0.223
H -4.21 -0.93 -0.91 0.323
H -2.54 -1.79 -1.16 0.265
H -2.93 -0.14 -2.02 0.264
H -3.15 2.36 -0.77 0.336
H -1.33 1.94 -1.20 0.274
H -0.47 2.66 1.05 0.255
H -1.58 4.06 0.58 0.297
H -2.15 2.79 1.85 0.290
I -0.52 -4.07 1.43 -0.852
```

Computed properties:
* orbital gap: 5.078 eV
* energy: -36734.66718 eV
* HOMO energy: -2.09 eV
* net charge: -1
* multiplicity: 1



Record 2
Below is a structure of composition C8H17N2 in a non-equilibrium geometry, with properties calculated with ωB97M-V/def2-TZVPD.

```
27
Properties=species:S:1:pos:R:3:mulliken_charge:R:1
C -2.60 1.41 -0.16 -0.348
C -3.00 0.15 0.55 -0.490
C 0.74 0.01 -0.37 0.554
C -0.56 0.07 0.48 -1.146
C 0.57 -1.45 -0.17 0.214
C 1.41 -2.09 0.98 -1.265
C 1.85 2.30 -0.25 -1.471
C 1.99 0.79 -0.05 -0.401
N -1.75 0.19 -0.25 0.298
N -0.15 -2.16 -1.03 -0.456
H -3.35 1.57 -1.00 0.298
H -2.15 2.17 0.59 0.296
H -2.81 0.09 1.58 0.247
H -3.88 -0.26 0.21 0.327
H 0.37 0.28 -1.40 0.284
H -0.46 -0.26 1.56 0.319
H 1.92 -1.30 1.58 0.234
H 2.28 -2.58 0.57 0.385
H 0.62 -2.67 1.49 0.451
H 2.77 2.79 -0.41 0.464
H 1.48 2.76 0.64 0.342
H 1.42 2.56 -1.22 0.357
H 2.35 0.61 0.98 0.212
H 2.72 0.35 -0.78 0.320
H -0.14 -3.25 -1.01 0.324
H 0.09 -1.90 -1.96 0.285
H -1.71 -0.18 -1.18 0.366
```

Computed properties:
* orbital gap: 8.610 eV
* ΔE to the lowest compared entry with this formula, charge and spin: 486.3 kJ/mol
* energy: -11541.15512 eV
* HOMO energy: -11.29 eV
* net charge: +1
* multiplicity: 1



Record 3
Below is the ion C8H17N2O with charge +1 in a non-equilibrium geometry, with properties calculated with ωB97M-V/def2-TZVPD.

```
28
Properties=species:S:1:pos:R:3:mulliken_charge:R:1
C -0.99 0.51 2.95 -0.089
C -0.61 2.24 0.44 -1.003
C -1.97 1.03 2.22 -0.215
C 0.66 0.30 -0.38 -0.868
C 0.28 -2.04 -0.61 -1.218
C 2.47 -1.07 -1.23 -1.672
C 0.43 -0.68 -2.72 -1.724
C 0.96 -0.82 -1.28 2.099
N -0.09 1.35 -0.63 -0.088
N -1.80 1.85 1.09 -0.153
O -1.28 -0.38 4.04 -0.496
H 0.10 0.90 2.92 0.210
H 0.09 2.50 1.25 0.517
H -0.96 3.12 -0.09 0.365
H -2.90 0.68 2.31 0.393
H 1.01 0.34 0.62 0.631
H -0.72 -2.22 -1.12 0.370
H -0.10 -1.72 0.47 0.284
H 0.88 -3.07 -0.67 0.346
H 3.20 -0.24 -1.41 0.375
H 2.84 -1.47 -0.23 0.407
H 2.83 -1.82 -1.98 0.396
H -0.66 -0.50 -2.59 0.508
H 0.57 -1.77 -3.06 0.417
H 0.95 0.09 -3.33 0.335
H -0.49 1.56 -1.54 0.329
H -2.62 2.23 0.56 0.239
H -2.08 -0.90 4.00 0.304
```

Computed properties:
* orbital gap: 7.199 eV
* ΔE to the lowest compared entry with this formula, charge and spin: 268.6 kJ/mol
* energy: -13590.18501 eV
* HOMO energy: -11.53 eV
* net charge: +1
* multiplicity: 1
* SMILES string: CC(C)(C)/C=[NH+]/CN/C=C/O



Record 4
Below is the ion C8H17N2OS with charge +1 in a non-equilibrium geometry, with properties calculated with ωB97M-V/def2-TZVPD.

```
29
Properties=species:S:1:pos:R:3:mulliken_charge:R:1
C 0.92 -0.72 1.09 0.170
C -0.18 -0.52 -0.99 -1.428
C -0.79 0.34 -3.10 -1.699
C -0.35 2.09 -1.30 -1.303
C -2.39 0.59 -1.09 -1.514
C 0.70 -0.17 3.35 -0.837
C 2.90 -1.16 2.47 -0.671
C -0.96 0.63 -1.57 2.146
N -0.09 -0.25 0.45 0.007
N 1.49 -0.69 2.27 0.053
O -0.92 -1.69 -1.06 -0.265
S -0.28 -3.06 -1.70 -0.040
H 0.78 -0.62 -1.39 1.053
H -1.06 1.26 -3.70 0.442
H -1.50 -0.43 -3.49 0.390
H 0.30 0.03 -3.48 0.318
H 0.26 2.04 -0.31 0.259
H 0.39 2.45 -2.09 0.337
H -1.11 2.80 -1.09 0.373
H -2.58 -0.22 -0.34 0.375
H -3.00 0.36 -1.93 0.401
H -2.61 1.55 -0.56 0.272
H 1.37 -0.33 4.24 0.286
H 0.23 0.80 3.03 0.319
H -0.19 -0.78 3.71 0.319
H 3.54 -0.83 1.63 0.300
H 3.19 -0.95 3.54 0.248
H 2.94 -2.29 2.49 0.346
H -0.99 -0.21 0.92 0.342
```

Computed properties:
* orbital gap (spin up / spin down): 7.478 / 7.178 eV
* ΔE to the lowest compared entry with this formula, charge and spin: 543.4 kJ/mol
* energy: -24422.81556 eV
* HOMO energy (spin up / spin down): -12.45 / -12.82 eV
* net charge: +1
* multiplicity: 1
* SMILES string: C[N+](C)=C=[NH+][C@@H](O[S-])C(C)(C)C